Computed, not measured: a cluster of 9 separate species, C32H88F6N8O8P in total, with the ωB97M-V functional and the def2-TZVPD basis.

Computed properties:
E_HOMO (spin up / spin down) ... -8.25 / -8.23 eV
Max |F| ... 3.44 eV/A
Charge ... 0
Energy ... -88501.2311 eV
Multiplicity ... 2

Positions of all 143 atoms, in Å:
P1 -0.7628 -0.7857 0.4086
F1 -2.3957 -0.7059 0.2332
F2 -0.9176 -1.1320 1.9724
F3 -0.8305 -2.3428 -0.0299
F4 0.8517 -0.8327 0.5010
F5 -0.6737 -0.1931 -1.1382
F6 -0.7417 0.7737 0.8810
C1 0.4516 -2.7540 4.6853
C2 0.1021 -4.1653 4.1738
C3 0.4456 -4.4405 2.7143
O1 -0.1134 -5.6953 2.2746
C4 0.1790 -5.8693 0.9024
N1 0.6937 -5.1977 5.0505
H1 -0.0666 -1.9711 4.1316
H2 1.5325 -2.6142 4.6955
H3 0.1065 -2.5830 5.7050
H4 -0.9728 -4.3440 4.2008
H5 1.5312 -4.3713 2.6444
H6 -0.0537 -3.6615 2.1382
H7 0.0642 -6.8641 0.4719
H8 1.2665 -5.8015 0.9305
H9 -0.1718 -5.0253 0.3085
H10 0.5371 -6.0927 4.6094
H11 1.6855 -5.0140 5.1008
C5 -1.7227 7.6184 -2.0493
C6 -2.4610 6.3614 -2.4820
C7 -1.8152 5.1099 -1.8688
O2 -2.6690 4.0046 -2.2199
C8 -2.1551 2.7267 -1.8944
N2 -3.8380 6.4799 -2.2120
H12 -1.7591 7.6978 -0.9628
H13 -2.2029 8.5627 -2.3057
H14 -0.6660 7.5890 -2.3152
H15 -2.2546 6.2457 -3.5461
H16 -1.8455 5.0667 -0.7801
H17 -0.8111 4.9156 -2.2456
H18 -2.0006 2.7777 -0.8166
H19 -1.2476 2.3906 -2.3960
H20 -2.8656 1.9178 -2.0645
H21 -4.0972 5.5059 -2.1473
H22 -3.8942 6.8032 -1.2568
C9 -0.4356 -2.7647 -3.8037
C10 -0.2030 -1.6507 -4.7626
C11 -1.4374 -1.0309 -5.4809
O3 -1.9985 -2.0395 -6.2604
C12 -3.2816 -1.6325 -6.7820
N3 0.4791 -0.6241 -3.9613
H23 -1.0488 -3.4775 -4.3551
H24 -1.0036 -2.5057 -2.9101
H25 0.5301 -3.2090 -3.5624
H26 0.4238 -1.9386 -5.6067
H27 -1.0784 -0.2332 -6.1312
H28 -2.1993 -0.6292 -4.8128
H29 -3.9162 -1.2580 -5.9788
H30 -3.7219 -2.5284 -7.2197
H31 -3.2198 -0.8449 -7.5330
H32 -0.1257 -0.4918 -3.1634
H33 1.3313 -1.0170 -3.5878
C13 0.5311 6.9964 0.4490
C14 0.2411 5.8613 1.5022
C15 1.4702 4.9336 1.6386
O4 1.9290 4.2519 0.4536
C16 1.0976 3.2098 -0.0335
N4 -0.0970 6.6800 2.7332
H34 -0.1570 7.8354 0.5515
H35 0.5194 6.6369 -0.5800
H36 1.5261 7.4232 0.5751
H37 -0.6140 5.3307 1.0834
H38 1.2922 4.1580 2.3835
H39 2.3188 5.5451 1.9453
H40 0.0958 3.5964 -0.2207
H41 1.0614 2.3753 0.6668
H42 1.4529 2.7534 -0.9573
H43 -0.6947 6.1694 3.3674
H44 0.8010 6.6850 3.1954
C17 5.0994 -0.7285 -4.2973
C18 5.3197 0.7748 -4.0163
C19 5.7614 0.9090 -2.5360
O5 4.9992 0.1810 -1.5260
C20 3.8041 0.7615 -1.1060
N5 6.3533 1.2397 -4.8479
H45 5.9726 -1.3635 -4.1470
H46 4.7290 -0.8643 -5.3134
H47 4.2283 -1.1371 -3.7853
H48 4.4134 1.3275 -4.2637
H49 5.7475 1.9731 -2.2998
H50 6.7978 0.6070 -2.3857
H51 3.2134 1.1163 -1.9506
H52 4.0165 1.6727 -0.5467
H53 3.3020 -0.0037 -0.5140
H54 6.0928 0.8852 -5.7571
H55 7.2632 0.8292 -4.6936
C21 -2.3760 0.9222 8.3912
C22 -1.2869 1.6093 7.5043
C23 -1.3413 1.0662 6.1321
O6 -0.4966 1.6293 5.1957
C24 -0.7546 1.2853 3.8382
N6 -1.4868 3.0765 7.4380
H56 -2.2507 -0.1594 8.3420
H57 -3.4117 1.2015 8.1982
H58 -2.1942 1.0817 9.4541
H59 -0.2660 1.3814 7.8110
H60 -2.3868 1.0301 5.8262
H61 -0.9677 0.0521 6.2741
H62 -0.2432 0.3463 3.6267
H63 -0.2711 2.0006 3.1728
H64 -1.8080 1.3174 3.5601
H65 -2.3985 3.2329 7.0324
H66 -0.7736 3.5856 6.9356
C25 3.6079 -7.1733 2.0477
C26 4.8058 -6.3486 1.5527
C27 4.5273 -4.8847 1.1396
O7 3.6443 -4.9561 0.0069
C28 3.1938 -3.6499 -0.2495
N7 5.8534 -6.4731 2.5591
H67 3.0689 -6.6109 2.8101
H68 3.8825 -8.1172 2.5187
H69 2.9520 -7.3248 1.1904
H70 5.2308 -6.8043 0.6583
H71 5.5209 -4.4870 0.9329
H72 4.1961 -4.2807 1.9843
H73 3.9506 -2.8731 -0.3584
H74 2.4452 -3.2657 0.4435
H75 2.6630 -3.6965 -1.2004
H76 6.1638 -7.4056 2.7918
H77 6.6861 -6.1055 2.1214
C29 -5.1623 -1.8052 -3.3747
C30 -4.4017 -1.2423 -2.1795
C31 -5.3571 -0.3634 -1.3007
O8 -5.7358 0.8276 -1.9234
C32 -6.8409 1.5199 -1.3009
N8 -3.9214 -2.3733 -1.4094
H78 -4.5354 -2.4506 -3.9899
H79 -5.4095 -0.9945 -4.0600
H80 -6.0767 -2.3317 -3.1013
H81 -3.5253 -0.6494 -2.4411
H82 -4.9272 -0.0214 -0.3592
H83 -6.2022 -0.9892 -1.0139
H84 -7.6228 0.7608 -1.3216
H85 -7.0949 2.4405 -1.8263
H86 -6.6927 1.7195 -0.2396
H87 -3.2124 -2.0251 -0.7799
H88 -3.3834 -3.0600 -1.9183

Forces on the atoms, in the same order (eV/Å):
P -0.613 1.316 -1.304
F 0.604 0.141 0.689
F -0.003 -0.891 0.273
F 0.322 0.691 0.056
F -0.389 -0.277 0.002
F 0.291 -1.080 0.533
F -0.021 0.480 0.204
C -0.379 -0.387 -0.134
C -0.504 -1.022 0.302
C -0.987 0.519 0.155
O -0.311 0.246 1.046
C 2.314 0.549 0.334
N -0.343 0.862 0.115
H 0.346 -0.106 -0.563
H 0.058 0.226 -0.229
H 0.029 -0.572 0.280
H -0.252 0.316 0.322
H 0.298 -0.326 -0.614
H 0.387 0.277 -0.382
H -1.122 0.048 0.477
H 0.431 0.256 -0.895
H -0.449 -0.279 -0.244
H 0.175 -0.207 -0.015
H 0.304 -0.310 0.016
C 0.058 0.093 0.977
C 2.647 0.504 -0.536
C -1.065 -1.265 -0.083
O 0.045 0.013 -1.429
C -0.190 0.034 1.093
N -0.926 -0.498 0.371
H 0.144 -0.331 0.312
H 0.015 -0.201 -0.875
H -0.102 0.225 -0.203
H -0.462 -0.042 -0.339
H 0.449 0.694 0.448
H 0.234 0.217 0.024
H 0.448 -0.587 0.268
H 0.319 0.600 -0.191
H -0.491 0.475 -0.180
H -1.025 -0.276 -0.169
H -0.342 0.300 0.340
C -1.128 -1.592 -1.196
C -0.041 1.730 0.334
C 1.065 -0.392 0.601
O -1.472 -0.122 -0.790
C 0.689 -0.690 0.323
N -0.065 0.965 -0.894
H 0.037 -0.710 0.259
H 0.239 0.360 0.061
H -0.162 -0.136 0.261
H 0.278 -0.298 0.167
H 0.100 0.366 0.085
H 0.029 0.148 0.464
H -0.082 -0.081 0.131
H -0.059 0.141 -0.020
H 0.318 0.057 -0.154
H 0.149 0.330 0.335
H 0.148 -0.030 0.056
C 0.444 -0.642 -0.024
C 0.043 2.176 -1.501
C -0.178 -0.666 -0.675
O 0.056 0.844 -0.014
C -0.446 0.006 0.537
N 0.662 -1.646 -0.624
H -0.171 -0.348 0.072
H -0.120 -0.152 0.058
H 0.205 -0.083 0.303
H -0.206 -0.168 0.599
H -0.151 -0.051 0.468
H 0.077 -0.008 0.093
H -0.155 -0.219 0.006
H -0.223 0.016 0.307
H 0.437 0.585 -0.074
H -0.233 -0.295 0.064
H 0.223 0.580 0.580
C -1.610 0.028 -0.330
C -0.132 -2.837 1.939
C -1.069 0.586 0.865
O 1.545 -0.171 -1.542
C 0.122 0.582 -0.319
N 1.007 1.266 -1.633
H 0.050 0.210 0.178
H 0.506 0.170 -0.522
H 0.246 -0.063 0.762
H -0.095 0.043 0.340
H -0.071 0.273 0.240
H -0.032 -0.378 -0.318
H -0.463 -0.386 -0.174
H -0.078 0.061 0.566
H -0.290 0.359 -0.022
H 0.234 0.429 -0.552
H 0.038 -0.207 0.548
C 1.089 -0.187 0.287
C 0.364 1.762 2.852
C -0.687 -0.319 -2.927
O -0.218 0.107 0.817
C 0.383 0.435 -1.132
N -0.166 -2.401 -0.496
H -0.211 -0.070 -0.544
H 0.170 0.065 -0.405
H 0.154 0.604 -0.088
H -0.093 0.396 0.715
H -0.118 -0.170 -0.713
H -0.088 -0.653 0.327
H -0.470 -0.307 -0.019
H 0.189 0.231 0.386
H -0.105 -0.497 0.357
H -0.433 0.680 0.228
H 0.284 0.208 0.087
C -0.175 0.972 -0.572
C 0.045 -1.454 0.257
C 0.391 -2.075 0.441
O 1.185 1.065 1.656
C -1.243 0.492 -1.345
N 0.968 1.459 0.417
H -0.138 0.115 0.022
H 0.226 -0.049 -0.337
H -0.203 -0.266 0.241
H -0.571 -0.171 -0.575
H 0.063 0.397 -0.764
H -0.798 0.002 -0.003
H 0.541 -0.259 0.110
H 0.028 -0.257 0.554
H 0.038 0.020 -0.148
H -0.796 -0.427 -0.157
H 0.390 0.483 0.220
C 0.359 0.964 -0.764
C -0.524 -0.164 0.155
C 0.562 -0.320 0.665
O -0.459 1.459 -1.027
C 0.566 -1.901 -0.174
N 0.179 -0.223 1.342
H 0.136 -0.322 0.275
H -0.368 0.164 0.070
H 0.122 -0.007 0.202
H -0.193 0.504 -0.619
H 0.696 -0.648 0.314
H -0.457 -0.164 -0.199
H -0.792 0.450 -0.099
H 0.209 -0.317 -0.169
H 0.507 0.227 0.161
H -0.277 0.001 0.464
H -0.415 0.003 -0.821

---

Computed, not measured: a cluster of 8 separate species, C32H88N8O8 in total, with the ωB97M-V functional and the def2-TZVPD basis.

Computed properties:
E_HOMO ... -8.99 eV
Max |F| ... 2.65 eV/A
Charge ... 0
SMILES string ... COC[C@H](C)N.COC[C@H](C)N.COC[C@H](C)N.COC[C@H](C)N.COC[C@H](C)N.COC[C@H](C)N.COC[C@H](C)N.COC[C@H](C)N
Energy ... -62904.0620 eV

Positions of all 136 atoms, in Å:
C1 -1.1194 0.7686 -0.3727
C2 0.1794 0.6438 -1.1679
C3 1.2316 -0.3252 -0.5465
O1 1.5119 -0.0135 0.8480
C4 2.3903 1.0833 1.0268
N1 -0.1712 0.3874 -2.5500
H1 -1.7831 -0.0647 -0.1416
H2 -1.7774 1.4724 -0.8823
H3 -0.8608 1.1625 0.6102
H4 0.7432 1.5764 -1.1882
H5 2.1686 -0.4966 -1.0764
H6 0.8334 -1.3386 -0.5950
H7 1.9349 1.9428 0.5349
H8 3.3319 0.9595 0.4920
H9 2.6163 1.3446 2.0606
H10 -1.0772 0.7523 -2.8071
H11 0.4990 0.9426 -3.0625
C5 5.7544 6.9391 3.0877
C6 5.0061 8.0244 3.9229
C7 4.0579 7.3356 4.9582
O2 2.8454 6.7584 4.3364
C8 2.0255 6.1358 5.2910
N2 6.0957 8.7868 4.4698
H12 6.5415 7.3332 2.4448
H13 5.0285 6.4191 2.4626
H14 6.2454 6.2143 3.7370
H15 4.4315 8.6439 3.2343
H16 3.7683 8.0806 5.6991
H17 4.6797 6.5968 5.4639
H18 1.1417 5.7213 4.8060
H19 1.7440 6.8461 6.0684
H20 2.4239 5.2948 5.8585
H21 6.7552 8.9937 3.7334
H22 6.5550 8.1514 5.1065
C9 7.2853 1.0654 8.5923
C10 8.3528 2.1042 8.4862
C11 8.4775 3.0517 9.7150
O3 7.4325 4.0465 9.7072
C12 7.4239 4.9377 10.7909
N3 9.5504 1.3714 8.1826
H23 6.3009 1.5321 8.5566
H24 7.3531 0.5151 9.5308
H25 7.3252 0.3710 7.7530
H26 7.9939 2.8218 7.7483
H27 9.4839 3.4678 9.7593
H28 8.3753 2.4135 10.5927
H29 6.7151 5.7555 10.6606
H30 8.3630 5.4672 10.9514
H31 7.1751 4.3257 11.6579
H32 10.2870 1.9323 7.7789
H33 9.3994 0.6860 7.4563
C13 2.1625 -5.6961 4.5172
C14 1.1180 -6.8091 4.7083
C15 0.1785 -6.7785 3.5247
O4 -0.6799 -7.8868 3.6494
C16 -1.7436 -7.9477 2.7180
N4 1.7638 -8.0567 4.8115
H34 1.5933 -4.7676 4.5617
H35 2.7747 -5.7849 3.6197
H36 2.8375 -5.7854 5.3683
H37 0.5831 -6.6676 5.6474
H38 0.7958 -6.8424 2.6286
H39 -0.2957 -5.7971 3.5271
H40 -2.3855 -7.0926 2.9299
H41 -2.3832 -8.8079 2.9157
H42 -1.3022 -7.9014 1.7225
H43 1.0745 -8.6929 5.1859
H44 1.9649 -8.4058 3.8853
C17 5.6621 4.9210 -5.1548
C18 5.3114 4.7514 -6.6348
C19 6.4722 4.0759 -7.3933
O5 7.7085 4.7150 -7.1996
C20 7.7988 6.0069 -7.7399
N5 4.0958 3.9877 -6.7483
H45 4.9271 5.5787 -4.6908
H46 6.6051 5.4671 -5.1298
H47 5.7959 3.9461 -4.6860
H48 5.1536 5.7858 -6.9403
H49 6.1847 3.9578 -8.4380
H50 6.6721 3.0558 -7.0653
H51 8.8691 6.1301 -7.5741
H52 7.2191 6.7875 -7.2472
H53 7.6599 6.0188 -8.8209
H54 3.7825 3.6870 -7.6601
H55 3.4549 4.6735 -6.3752
C21 -1.9930 -7.5906 -6.9546
C22 -1.1285 -6.4505 -6.4034
C23 0.0364 -5.9023 -7.3439
O6 1.0095 -6.9753 -7.3327
C24 2.1285 -6.7432 -8.1838
N6 -2.0693 -5.3995 -6.0495
H56 -1.4074 -8.4765 -7.2001
H57 -2.3966 -7.3702 -7.9429
H58 -2.8100 -7.8154 -6.2690
H59 -0.6740 -6.8961 -5.5185
H60 0.4308 -4.9886 -6.8993
H61 -0.2808 -5.7183 -8.3704
H62 2.8153 -7.5877 -8.2409
H63 2.7422 -5.8971 -7.8745
H64 1.8211 -6.5878 -9.2179
H65 -1.6214 -4.5978 -5.6290
H66 -2.7274 -5.7809 -5.3849
C25 -8.6365 1.1907 -4.7550
C26 -8.2621 2.5591 -5.2894
C27 -8.5434 3.7953 -4.3280
O7 -8.1515 5.0361 -4.9049
C28 -8.2692 6.1372 -4.0430
N7 -6.8153 2.5271 -5.5453
H67 -8.4330 0.3881 -5.4639
H68 -9.7134 1.1614 -4.5895
H69 -8.1565 0.8874 -3.8246
H70 -8.7134 2.7264 -6.2674
H71 -7.9720 3.8124 -3.3999
H72 -9.5898 3.8811 -4.0351
H73 -7.7498 7.0103 -4.4380
H74 -7.9731 5.9365 -3.0134
H75 -9.3027 6.4832 -4.0549
H76 -6.6340 1.8736 -6.2938
H77 -6.5587 3.4139 -5.9550
C29 -9.7289 -3.7708 2.4147
C30 -10.0366 -5.0932 1.6762
C31 -11.5451 -5.3237 1.7048
O8 -11.8415 -6.6014 1.1651
C32 -13.2224 -6.9492 1.3930
N8 -9.4629 -5.1465 0.3240
H78 -8.6417 -3.7008 2.3797
H79 -10.0006 -3.8451 3.4677
H80 -10.1082 -2.9305 1.8332
H81 -9.6522 -5.9455 2.2364
H82 -12.0485 -4.4814 1.2303
H83 -11.8615 -5.3714 2.7468
H84 -13.4446 -7.2608 2.4137
H85 -13.5387 -7.7810 0.7636
H86 -13.9654 -6.1577 1.2958
H87 -9.8006 -6.0155 -0.0644
H88 -9.9766 -4.4306 -0.1698

Forces on the atoms, in the same order (eV/Å):
C 0.313 0.832 1.019
C 0.147 -0.124 0.457
C -0.752 -0.775 0.691
O -0.070 -0.470 -0.434
C -0.286 0.536 -1.303
N 1.061 -0.578 -0.767
H 0.670 -0.756 -0.522
H 0.144 0.330 0.068
H -0.187 0.250 0.059
H -0.537 0.665 0.620
H 0.214 0.968 -0.417
H -0.419 -0.077 0.574
H 0.002 0.484 0.295
H 0.299 -0.416 0.037
H -0.433 -0.543 0.069
H -0.095 -0.010 0.303
H -0.069 -0.319 -0.755
C -1.476 -0.456 -0.352
C 0.377 -1.873 -1.830
C -0.152 0.685 -0.872
O 2.175 0.357 0.491
C -0.489 0.027 0.540
N -0.496 0.984 1.849
H -0.209 0.343 -0.053
H 0.143 -0.358 -0.144
H -0.116 -0.064 0.211
H -0.197 0.080 0.142
H -0.242 0.082 0.105
H -0.302 -0.518 0.118
H -0.015 0.407 -0.218
H -0.365 0.274 -0.006
H 0.856 -0.203 -0.279
H -0.014 0.044 0.034
H 0.523 0.182 0.264
C -1.291 -0.009 0.561
C -0.771 1.233 -0.078
C -0.463 -0.828 0.353
O 0.715 -0.411 -1.380
C 0.260 -0.427 0.477
N 1.349 0.260 -0.178
H -0.089 -0.011 0.117
H 0.100 -0.188 -0.039
H 0.075 -0.044 0.033
H 0.337 0.006 -0.849
H 0.036 0.446 -0.172
H -0.045 0.055 0.476
H -0.425 -0.480 -0.335
H 0.487 -0.313 -0.023
H -0.029 0.464 0.559
H 0.179 0.474 0.314
H -0.428 -0.222 0.157
C -0.659 -0.290 1.044
C 0.566 1.259 -0.847
C -0.098 -0.007 0.559
O -0.264 -0.332 0.294
C 0.277 0.898 0.679
N 0.575 -1.672 0.594
H 0.531 0.389 -0.192
H -0.322 -0.041 -0.175
H 0.049 0.351 -0.003
H -0.167 0.362 -0.049
H 0.007 -0.129 -0.440
H -0.712 -0.005 -0.227
H -0.174 0.335 -0.538
H 0.542 -0.311 -0.190
H -0.521 -0.190 -0.321
H 0.120 -0.451 -0.003
H 0.249 -0.163 -0.186
C 0.433 0.152 -0.703
C 1.359 -0.416 0.319
C -0.404 -0.112 0.462
O -0.930 -0.220 -0.211
C 1.704 -0.364 -0.037
N -0.514 0.108 0.803
H -0.170 -0.404 0.354
H 0.123 -0.085 0.233
H -0.246 0.168 0.267
H 0.241 0.147 -0.854
H 0.185 0.392 -0.508
H -0.478 -0.060 0.439
H -0.001 1.090 -0.146
H -0.138 -0.125 0.100
H -0.414 -0.012 -0.140
H 0.288 0.364 -0.263
H -1.042 -0.622 -0.111
C 0.763 -0.069 -1.281
C 0.028 -0.123 -0.737
C -0.673 -2.079 1.200
O 0.345 0.611 -0.342
C -0.164 0.092 -0.214
N 0.090 0.442 -0.275
H 0.155 -0.191 0.676
H -0.412 0.567 0.099
H 0.110 -0.135 -0.024
H 0.654 0.255 0.123
H 0.222 0.121 -0.011
H -0.255 0.091 -0.029
H -0.396 -0.356 0.547
H -0.158 0.303 0.189
H -0.260 0.248 -0.148
H 0.087 0.038 0.160
H -0.136 0.190 0.072
C -1.099 -0.001 0.328
C 1.263 1.008 0.557
C 0.116 -0.038 -0.099
O 0.557 -0.264 -1.131
C -0.880 0.383 -0.368
N 0.377 0.367 0.062
H 0.167 0.220 -0.267
H -0.154 -0.101 0.116
H 0.205 0.447 0.027
H -0.889 0.199 0.221
H 0.170 -1.171 0.239
H -0.388 -0.368 -0.171
H 0.570 -0.395 -0.096
H 0.216 -0.137 0.046
H -0.429 -0.143 0.405
H 0.023 -0.388 -0.005
H 0.180 0.382 0.138
C 1.135 -1.325 -0.913
C -0.644 -0.161 0.600
C 0.486 -0.480 0.660
O -1.573 0.166 -0.382
C -0.033 -0.287 0.291
N -0.430 0.339 0.808
H 0.099 0.283 0.111
H -0.411 0.415 -0.208
H -0.345 0.154 0.468
H 0.455 0.081 0.107
H -0.407 -0.083 -0.440
H -0.073 0.408 0.329
H 0.701 -0.259 0.437
H 0.429 0.131 -0.236
H 0.407 0.600 -0.729
H 0.087 -0.270 -0.298
H 0.119 0.289 -0.604